C3H6ClNO | ωB97M-V/def2-TZVPD

Gap between HOMO and LUMO: 0.349 Ha
Multiplicity: 1
HOMO: -9.041 eV
LUMO energy: 0.017 hartree
Calculated total energy: -708.008546 Ha
SMILES: CC(=O)[C@H](N)Cl

Each line ends with the Löwdin charge.
Geometry (Å):
C1 0.74 -0.41 -0.63  -0.674
C2 -1.03 1.53 0.34  -0.062
C3 -0.59 0.09 0.10  -0.398
N1 1.01 -1.79 -0.05  -0.084
O1 -1.21 -0.86 0.71  -0.012
Cl1 1.92 0.62 0.20  0.629
H1 -2.01 1.57 0.91  0.100
H2 -0.38 2.11 0.98  0.056
H3 -1.34 1.97 -0.65  0.099
H4 0.92 -0.55 -1.91  0.181
H5 1.97 -2.05 0.08  0.052
H6 0.01 -2.23 -0.08  0.111